No. 1
The molecule C3H6N4 at a distorted geometry, computed with wB97M-V/def2-TZVPD.

Output
Orbital gap, eV: 11.346
Relative energy (zero: lowest compared OMol25 entry of this formula, charge and spin), kJ/mol: 300.4
LUMO, eV: 1.065
SMILES string: CCc1nn[nH]n1
HOMO, eV: -10.3

The geometry in XYZ format:
```
13
C3H6N4, DFT wB97M-V/def2-TZVPD
C 1.216 0.440 0.181
C -0.257 0.554 0.525
C -1.120 0.072 -0.559
N -2.526 0.085 -0.637
N -2.737 -0.423 -1.824
N -1.584 -0.782 -2.340
N -0.526 -0.524 -1.577
H 1.670 1.136 0.791
H 1.147 0.706 -0.903
H 1.574 -0.661 0.054
H -0.031 1.561 0.698
H -0.792 -0.098 1.459
H -1.505 -1.100 -3.321
```

Partial charges, Mulliken, in e: number 1, C, carries -1.0589; number 2, C, carries -0.0425; number 3, C, carries 0.3527; number 4, N, carries -0.3061; number 5, N, carries -0.3842; number 6, N, carries 0.1990; number 7, N, carries -0.3958; number 8, H, carries 0.3813; number 9, H, carries 0.2838; number 10, H, carries 0.2709; number 11, H, carries 0.2200; number 12, H, carries 0.2072; number 13, H, carries 0.2727



No. 2
The molecule C3H6N4O at a distorted geometry, computed with wB97M-V/def2-TZVPD.

Output
Orbital gap, eV: 8.094
Relative energy (zero: lowest compared OMol25 entry of this formula, charge and spin), kJ/mol: 141.7
LUMO, eV: 0.810
SMILES string: Nc1nc(O)cn1N
HOMO, eV: -7.3

The geometry in XYZ format:
```
14
C3H6N4O, DFT wB97M-V/def2-TZVPD
N 1.372 1.650 -0.006
C 0.269 0.870 0.024
N -1.008 1.203 -0.071
C -1.632 -0.003 -0.058
O -2.958 -0.017 0.069
C -0.852 -1.086 -0.107
N 0.439 -0.508 -0.057
N 1.672 -1.181 0.062
H 1.207 2.638 0.023
H 2.247 1.167 -0.068
H -3.213 0.911 0.142
H -1.056 -2.151 -0.100
H 1.684 -1.727 0.924
H 1.830 -1.767 -0.776
```

Partial charges, Mulliken, in e: number 1, N, carries -0.3940; number 2, C, carries 0.3783; number 3, N, carries -0.7524; number 4, C, carries 0.5067; number 5, O, carries -0.5189; number 6, C, carries -0.5280; number 7, N, carries 0.4136; number 8, N, carries -0.8400; number 9, H, carries 0.2322; number 10, H, carries 0.2354; number 11, H, carries 0.3684; number 12, H, carries 0.4272; number 13, H, carries 0.2327; number 14, H, carries 0.2388



No. 3
The molecule C3H6N4O at a distorted geometry, computed with wB97M-V/def2-TZVPD.

Output
Orbital gap, eV: 8.706
Relative energy (zero: lowest compared OMol25 entry of this formula, charge and spin), kJ/mol: 587.8
LUMO, eV: -0.075
SMILES string: CN/N=C(/C#N)NO
HOMO, eV: -8.8

The geometry in XYZ format:
```
14
C3H6N4O, DFT wB97M-V/def2-TZVPD
C 2.834 0.741 -1.448
N 1.515 0.061 -0.908
N 0.877 0.811 0.043
C -0.240 0.146 0.391
C -1.064 0.524 1.426
N -2.057 0.721 2.058
N -0.466 -1.144 -0.174
O -1.984 -1.360 -0.500
H 3.668 0.054 -1.551
H 2.613 1.193 -2.473
H 3.303 1.491 -0.891
H 1.024 -0.865 -1.222
H -0.378 -1.738 0.790
H -2.630 -0.862 -0.004
```

Partial charges, Mulliken, in e: number 1, C, carries -0.7561; number 2, N, carries 0.0467; number 3, N, carries -0.4499; number 4, C, carries 0.1988; number 5, C, carries 0.3572; number 6, N, carries -0.5139; number 7, N, carries -0.3145; number 8, O, carries -0.4682; number 9, H, carries 0.2915; number 10, H, carries 0.2494; number 11, H, carries 0.3319; number 12, H, carries 0.3386; number 13, H, carries 0.3457; number 14, H, carries 0.3428



> Among the records above, which one has the highest HOMO?

number 2